Entry from OMol25: a cluster of 10 separate species, C61H90BCl2IN10O4 in total at a distorted geometry (ωB97M-V/def2-TZVPD).

CARTESIAN COORDINATES (ANGSTROEM)
C1 -1.254636 5.590482 2.752443
C2 -2.038446 4.955566 1.596036
O1 -2.987502 4.011881 2.104699
C3 -3.070841 2.856559 1.371331
C4 -4.142091 2.666300 0.500576
C5 -5.160678 3.732038 0.381458
Cl1 -6.408401 3.828295 1.572435
C6 -5.146295 4.606612 -0.619606
C7 -6.131986 5.715346 -0.811509
Cl2 -3.876158 4.522794 -1.809630
C8 -4.233632 1.503159 -0.256170
C9 -3.267584 0.500539 -0.204353
C10 -3.405245 -0.735947 -1.065958
C11 -3.479009 -0.356932 -2.575887
C12 -4.602491 -1.595044 -0.626003
C13 -5.995993 -1.085379 -1.045265
C14 -2.186296 0.717887 0.665093
C15 -2.082197 1.878187 1.457304
C16 -0.882318 2.026108 2.339517
O2 -0.945771 2.477105 3.453282
C17 0.376869 1.531962 1.723698
C18 1.606171 2.140276 1.907561
C19 2.736094 1.624869 1.273111
I1 4.517611 2.663614 1.689979
C20 2.670318 0.495940 0.441909
B1 3.838394 -0.187098 -0.362978
O3 3.554916 -1.472132 -0.838704
N1 5.120731 0.404876 -0.663204
C21 5.094164 1.208264 -1.890881
C22 6.222268 -0.568951 -0.629885
C23 1.408908 -0.105138 0.309978
C24 0.277723 0.391372 0.931641
C25 -1.055413 -0.254269 0.793583
O4 -1.180917 -1.454165 0.822134
H1 -1.455171 6.655049 2.828778
H2 -1.574615 5.097776 3.665705
H3 -0.187271 5.426255 2.640965
H4 -2.538341 5.714292 0.994582
H5 -1.324868 4.473626 0.925986
H6 -6.025720 6.420487 0.011032
H7 -5.907876 6.226571 -1.740649
H8 -7.143426 5.326025 -0.841331
H9 -5.078418 1.428903 -0.922775
H10 -2.533982 -1.366577 -0.966720
H11 -2.507905 -0.516269 -3.037501
H12 -4.225230 -0.975430 -3.065150
H13 -3.697424 0.702655 -2.682679
H14 -4.576778 -1.657150 0.461094
H15 -4.489715 -2.612856 -0.993065
H16 -5.969499 -0.258298 -1.747247
H17 -6.593526 -1.872905 -1.490677
H18 -6.545637 -0.768015 -0.159857
H19 1.709827 3.008690 2.544734
H20 3.822917 -1.514026 -1.765907
H21 4.148051 1.751648 -1.928350
H22 5.863555 1.979131 -1.834920
H23 5.204659 0.612947 -2.799079
H24 5.955606 -1.526402 -0.197626
H25 6.643819 -0.637470 -1.629042
H26 7.007798 -0.153630 0.009490
H27 1.329440 -0.985913 -0.310289
C26 6.484833 -5.105750 -3.835515
C27 7.659753 -4.553686 -3.032595
C28 7.311807 -3.234568 -2.337341
C29 6.960548 -2.207216 -3.322028
N2 6.693645 -1.417326 -4.110215
H28 6.191453 -4.429475 -4.639352
H29 6.755647 -6.060213 -4.294744
H30 5.622292 -5.268477 -3.201161
H31 8.520662 -4.408203 -3.686757
H32 7.954661 -5.279556 -2.280487
H33 8.157882 -2.871931 -1.751714
H34 6.468811 -3.374519 -1.659554
C30 -11.734784 3.029428 2.066706
C31 -10.621805 3.730939 2.836575
C32 -10.202786 5.061123 2.199250
C33 -9.698698 4.855559 0.841088
N3 -9.302257 4.682936 -0.219802
H35 -11.416352 2.767373 1.056870
H36 -12.022058 2.105995 2.569137
H37 -12.620940 3.662624 1.992102
H38 -9.754981 3.070528 2.901348
H39 -10.953846 3.924053 3.857918
H40 -9.416433 5.534294 2.788602
H41 -11.048968 5.748315 2.153952
C34 1.146190 2.899725 7.631790
C35 1.493018 1.806656 6.628493
C36 2.872101 2.000597 5.988667
C37 2.927868 3.265695 5.256311
N4 2.961301 4.247989 4.665739
H42 1.095112 3.878527 7.152604
H43 0.173700 2.706661 8.085113
H44 1.888543 2.947286 8.431036
H45 0.729264 1.778267 5.847515
H46 1.478518 0.837601 7.130276
H47 3.083781 1.188457 5.291305
H48 3.650751 1.997477 6.751887
C38 11.499287 -1.094723 0.499748
C39 10.572247 -0.019785 1.056172
C40 9.734060 -0.510545 2.242819
C41 8.878736 -1.631597 1.849971
N5 8.204225 -2.505483 1.542584
H49 10.937132 -1.945137 0.111290
H50 12.096296 -0.696116 -0.320152
H51 12.183057 -1.460450 1.268149
H52 9.908436 0.331046 0.263509
H53 11.164726 0.837568 1.379731
H54 9.097367 0.291746 2.617217
H55 10.379744 -0.836539 3.059569
C42 10.517476 -8.314544 -5.736806
C43 10.209404 -9.272677 -4.591831
C44 9.192334 -8.702284 -3.596646
C45 9.691892 -7.470420 -2.982565
N6 10.082608 -6.500849 -2.512570
H56 10.969722 -7.391252 -5.372508
H57 11.219245 -8.768807 -6.436051
H58 9.611247 -8.056643 -6.288083
H59 11.134090 -9.517914 -4.066378
H60 9.814479 -10.205929 -4.996863
H61 8.988366 -9.422444 -2.803970
H62 8.249580 -8.480219 -4.099510
C46 2.193495 -2.670364 5.701316
C47 3.289948 -3.408498 6.461801
C48 3.398245 -2.968510 7.927339
C49 3.713514 -1.542220 8.020962
N7 3.952551 -0.423894 8.093679
H63 2.391559 -1.597994 5.657279
H64 2.130006 -3.032435 4.675591
H65 1.219609 -2.818449 6.171917
H66 4.246943 -3.247958 5.962348
H67 3.090867 -4.480939 6.434177
H68 4.181987 -3.528468 8.437899
H69 2.458981 -3.150437 8.451731
C50 -9.908190 -2.497041 -2.788095
C51 -9.827763 -3.625928 -3.809774
C52 -8.818957 -4.712201 -3.418085
C53 -7.469432 -4.155943 -3.305470
N8 -6.422744 -3.697563 -3.218190
H70 -8.955384 -1.973429 -2.696293
H71 -10.655977 -1.763416 -3.088217
H72 -10.185187 -2.877399 -1.802933
H73 -9.558059 -3.213592 -4.783575
H74 -10.810862 -4.086899 -3.918816
H75 -8.802571 -5.505809 -4.165368
H76 -9.090601 -5.158213 -2.460162
C54 -0.218318 -4.434956 -3.552333
C55 0.169582 -4.322038 -2.082131
C56 1.371194 -3.399322 -1.849265
C57 2.562333 -3.890888 -2.548754
N9 3.492583 -4.275557 -3.100365
H77 0.586741 -4.872348 -4.144803
H78 -1.094028 -5.073358 -3.668353
H79 -0.457760 -3.455715 -3.971619
H80 0.393596 -5.315819 -1.689819
H81 -0.677770 -3.936764 -1.512432
H82 1.605506 -3.332424 -0.787448
H83 1.152278 -2.391662 -2.206603
C58 -8.080558 8.363298 -2.528018
C59 -6.949399 8.790249 -3.456217
C60 -6.947343 10.296396 -3.742779
C61 -8.192298 10.711393 -4.393560
N10 -9.167831 11.035904 -4.899744
H84 -9.057046 8.562864 -2.970912
H85 -8.025938 7.293787 -2.328853
H86 -8.023606 8.889313 -1.572552
H87 -7.027508 8.241304 -4.396382
H88 -5.991215 8.520329 -3.007437
H89 -6.114981 10.558509 -4.396282
H90 -6.837192 10.860746 -2.815576

Force components x, y, z for each atom (eV/Å):
C -0.46 -0.19 -0.13
C 0.80 0.40 0.17
O -0.12 -0.28 -0.42
C 0.16 0.03 0.27
C -0.08 -0.30 0.49
C 0.45 0.00 -0.70
Cl 0.05 -0.09 0.18
C -0.30 0.12 0.12
C 0.43 -0.08 -0.13
Cl 0.04 -0.04 0.05
C 0.10 0.36 0.19
C 0.31 -0.02 0.42
C -0.22 0.04 -0.75
C 0.18 -0.02 0.74
C -0.36 0.16 0.08
C -0.09 -0.08 0.53
C -0.22 -0.01 -0.03
C -0.26 -0.20 -0.45
C -0.30 0.08 -0.12
O 0.22 0.27 0.34
C 0.19 -0.17 -0.19
C 0.23 -0.01 0.13
C 0.05 0.00 -0.05
I -0.06 -0.09 -0.09
C -0.26 0.17 0.15
B 0.21 -0.32 -0.16
O -0.55 0.51 0.03
N -0.70 -0.95 -0.32
C -0.07 0.74 0.85
C 0.55 1.32 0.13
C 0.06 -0.07 0.09
C 0.28 0.16 -0.06
C 0.04 0.28 0.08
O -0.05 -0.39 -0.23
H 0.06 0.09 0.07
H 0.05 0.05 0.16
H 0.11 0.07 0.02
H -0.32 -0.02 0.01
H -0.14 -0.33 -0.09
H -0.18 0.12 0.07
H -0.08 0.12 -0.08
H -0.15 0.03 0.08
H -0.03 -0.11 -0.10
H 0.17 0.02 0.33
H 0.05 -0.07 -0.15
H -0.02 0.08 -0.28
H -0.29 0.00 -0.26
H 0.08 -0.15 0.10
H 0.23 -0.03 -0.17
H 0.01 0.04 -0.13
H 0.07 -0.13 -0.16
H -0.06 0.28 -0.03
H -0.14 0.03 0.06
H 0.50 -0.44 0.15
H -0.09 0.00 -0.11
H 0.21 -0.04 -0.26
H 0.09 -0.06 -0.05
H -0.16 -0.13 -0.16
H 0.04 -0.43 0.04
H 0.12 -0.07 0.03
H -0.05 -0.05 0.03
C 0.37 -0.14 -0.05
C -0.27 -0.09 -0.27
C 0.14 -0.11 -0.20
C 0.02 -0.24 0.11
N -0.07 0.14 -0.14
H -0.06 0.03 0.04
H 0.02 0.02 0.00
H -0.10 -0.01 0.01
H 0.06 0.03 0.09
H 0.06 0.11 0.13
H -0.05 0.04 0.06
H -0.03 0.05 0.00
C 0.02 -0.02 0.02
C -0.15 -0.16 -0.02
C 0.04 -0.22 0.08
C -0.10 0.20 0.18
N -0.02 -0.06 -0.26
H 0.00 0.05 -0.01
H -0.02 0.01 0.01
H 0.00 -0.01 -0.01
H 0.05 0.06 0.02
H 0.06 0.08 0.01
H 0.01 0.05 -0.04
H 0.00 0.02 -0.02
C -0.01 -0.02 0.00
C -0.19 0.02 0.10
C -0.24 0.02 0.06
C 0.14 -0.22 0.01
N -0.08 0.25 -0.07
H 0.04 0.00 -0.01
H 0.01 0.00 0.02
H 0.00 0.01 0.00
H 0.05 -0.01 -0.05
H 0.10 -0.03 -0.04
H 0.09 0.03 -0.03
H 0.02 -0.03 -0.01
C -0.02 0.04 -0.02
C 0.17 -0.07 -0.13
C 0.04 0.09 -0.24
C 0.06 0.17 0.26
N -0.15 -0.21 -0.16
H -0.01 -0.02 0.05
H 0.02 0.00 0.01
H 0.00 -0.02 -0.01
H -0.05 0.04 0.05
H -0.07 0.03 0.06
H -0.03 -0.03 0.05
H -0.01 -0.02 0.02
C 0.03 -0.03 0.01
C 0.09 0.05 -0.20
C 0.20 -0.07 -0.06
C -0.20 -0.18 -0.03
N 0.24 0.07 0.09
H -0.04 0.01 0.02
H -0.02 0.00 -0.02
H 0.00 0.01 0.00
H -0.04 -0.03 0.06
H -0.05 -0.01 0.08
H -0.05 0.03 0.03
H -0.02 0.03 0.02
C 0.03 -0.03 -0.01
C -0.14 0.04 -0.18
C 0.08 -0.03 -0.25
C -0.08 -0.24 0.19
N 0.05 0.27 -0.06
H -0.01 0.01 0.05
H -0.02 -0.01 0.00
H -0.01 0.02 -0.01
H 0.04 -0.03 0.06
H 0.04 -0.01 0.08
H -0.01 0.02 0.06
H 0.00 0.03 0.03
C -0.01 0.00 -0.04
C -0.09 0.19 0.09
C -0.07 0.15 -0.13
C -0.17 -0.21 0.02
N 0.24 0.07 -0.02
H 0.02 -0.04 0.02
H -0.01 -0.01 0.02
H 0.01 0.01 0.01
H 0.02 -0.07 -0.03
H 0.04 -0.08 -0.03
H 0.03 -0.04 0.03
H 0.03 -0.01 0.02
C 0.00 -0.04 0.03
C -0.14 -0.05 -0.19
C -0.17 -0.32 0.00
C -0.09 0.21 0.15
N -0.13 0.04 -0.01
H 0.03 0.04 0.00
H -0.02 0.03 -0.01
H 0.00 0.00 -0.01
H 0.03 0.03 0.06
H 0.07 0.05 0.08
H 0.06 0.07 -0.01
H 0.04 0.02 -0.01
C 0.02 -0.03 -0.03
C -0.10 -0.14 0.13
C -0.03 -0.23 -0.07
C 0.25 0.11 0.12
N -0.21 0.02 -0.11
H 0.01 0.06 0.00
H -0.03 0.00 0.04
H -0.02 -0.01 0.00
H 0.05 0.05 -0.04
H 0.04 0.07 -0.05
H 0.00 0.06 0.01
H -0.01 0.03 0.00

Calculated total energy: -4469.81404 a.u.
Relative energy (zero: lowest compared OMol25 entry of this formula, charge and spin): 0.0 kJ/mol
HOMO-LUMO gap: 7.55 eV
Net charge: 0
HOMO level: -8.21 eV